Computed, not measured: a molecular structure, C42H51N5O2SeZn in a non-equilibrium geometry, with ωB97M-V/def2-TZVPD.

Each line ends with the Mulliken charge.
Geometry (Å):
Zn: -1.80611 1.06073 0.26031  2.56
N: -4.10951 1.93427 -3.92134  0.19
C: -4.12907 1.47813 -2.64804  -0.54
N: -3.55535 2.05219 -1.66146  -0.25
C: -2.78123 3.17360 -1.88023  0.63
N: -2.23885 3.76803 -0.86369  -1.37
N: -2.39005 3.10361 0.27351  0.85
C: -2.78891 3.60400 1.37792  -0.45
C: -3.19423 2.64956 2.39324  0.49
C: -3.51171 3.00054 3.70763  -1.05
C: -4.06056 2.03580 4.53556  -0.29
C: -4.32302 0.77408 4.01864  -0.79
C: -3.98431 0.51914 2.69572  -0.36
N: -3.41310 1.41490 1.91677  0.07
C: -2.68732 3.72003 -3.21776  0.66
C: -1.97666 4.88536 -3.49831  -0.43
C: -1.93371 5.36871 -4.78854  -0.78
C: -2.59322 4.69541 -5.81019  -0.41
C: -3.32463 3.55442 -5.55045  -0.96
C: -3.38096 3.06339 -4.24886  0.22
H: -4.58903 1.43427 -4.65767  0.26
H: -4.68944 0.57180 -2.45232  0.32
H: -2.97874 4.66971 1.51563  0.45
H: -3.34159 4.00836 4.06190  0.44
H: -4.30311 2.26529 5.56359  0.43
H: -4.80365 0.01480 4.62221  0.44
H: -4.20900 -0.42664 2.22130  0.75
H: -1.47760 5.38473 -2.68147  0.50
H: -1.38307 6.27082 -5.00959  0.41
H: -2.53641 5.07118 -6.82122  0.40
H: -3.84359 3.04405 -6.35082  0.39
C: 4.73343 0.74525 -3.23483  -1.72
C: 4.12042 -0.59891 -2.81639  2.11
C: 4.90177 -1.16680 -1.62400  -1.70
C: 4.27740 -1.56689 -3.99406  -2.19
C: 2.66549 -0.38800 -2.41775  -0.93
C: 2.33452 0.42741 -1.34951  -0.45
C: 1.00722 0.65233 -1.02608  0.02
Se: 0.64618 1.74784 0.52573  -0.19
C: 0.85905 0.37977 1.87701  -0.42
C: 2.05740 0.33380 2.56981  0.17
C: 2.24863 -0.62313 3.55018  -0.76
C: 1.20349 -1.52075 3.74764  -0.50
C: 0.00986 -1.52810 3.04854  0.35
C: -0.22432 -0.50920 2.08429  0.57
O: -1.34294 -0.38802 1.43863  -1.43
C: -0.96951 -2.65139 3.39137  2.45
C: -1.43409 -2.45178 4.84326  -1.62
C: -2.20735 -2.70379 2.49707  -2.08
C: -0.25556 -4.00698 3.25293  -1.83
C: 3.50731 -0.75504 4.39568  1.84
C: 3.13579 -0.55235 5.87224  -1.66
C: 4.13251 -2.14152 4.18177  -1.62
C: 4.57216 0.28465 4.03937  -2.03
C: -0.07848 0.09489 -1.73114  0.97
O: -1.32163 0.40889 -1.47367  -1.60
C: 0.27326 -0.81114 -2.76973  -0.49
C: 1.60629 -0.99679 -3.08596  0.07
C: -0.82516 -1.56579 -3.51433  2.51
C: -0.27488 -2.57373 -4.53134  -2.51
C: -1.66705 -2.34882 -2.49636  -1.66
C: -1.69841 -0.55133 -4.26493  -1.25
H: 5.77161 0.60258 -3.53979  0.46
H: 4.17943 1.16681 -4.07478  0.37
H: 4.70574 1.46044 -2.41481  0.32
H: 5.94068 -1.34613 -1.90725  0.47
H: 4.89040 -0.47613 -0.78269  0.33
H: 4.46269 -2.10749 -1.29272  0.35
H: 5.33701 -1.69672 -4.22063  0.43
H: 3.86124 -2.54641 -3.76143  0.41
H: 3.79059 -1.17656 -4.88860  0.41
H: 3.09499 0.91467 -0.75168  0.38
H: 2.81648 1.06059 2.31269  0.52
H: 1.32993 -2.27160 4.51335  0.28
H: -1.94216 -1.49101 4.94692  0.26
H: -2.12176 -3.24636 5.13468  0.46
H: -0.58656 -2.45623 5.52767  0.28
H: -2.81319 -1.81778 2.64639  0.00
H: -1.93267 -2.75636 1.44548  0.34
H: -2.80135 -3.58645 2.74557  0.58
H: 0.57661 -4.10345 3.94747  0.31
H: -0.95812 -4.81770 3.45060  0.48
H: 0.12934 -4.13035 2.24116  0.39
H: 2.42540 -1.30114 6.21804  0.30
H: 4.02722 -0.60929 6.49801  0.47
H: 2.68313 0.43059 6.00152  0.34
H: 3.46058 -2.94598 4.47309  0.30
H: 4.37985 -2.27728 3.12896  0.33
H: 5.04825 -2.23554 4.76581  0.47
H: 4.18933 1.29756 4.15949  0.38
H: 5.42659 0.16121 4.70794  0.45
H: 4.91742 0.15444 3.01411  0.29
H: 1.83746 -1.65805 -3.90307  0.59
H: 0.38742 -3.29142 -4.04636  0.47
H: -1.10365 -3.12664 -4.97704  0.45
H: 0.26649 -2.07321 -5.33463  0.43
H: -1.02635 -3.03164 -1.93751  0.37
H: -2.14799 -1.67515 -1.79045  0.06
H: -2.43418 -2.93132 -3.00968  0.53
H: -1.12061 -0.06448 -5.05098  0.34
H: -2.56007 -1.04509 -4.71564  0.46
H: -2.04225 0.20522 -3.56663  -0.10

Values from the calculation:
- lowest unoccupied orbital energy (eV) = -0.7
- ΔE to the lowest compared entry with this formula, charge and spin (kcal per mole) = 0.00
- net charge = 0
- HOMO-LUMO gap (Ha) = 0.223

---

Computed, not measured: a molecular structure, C5H7NO, with ωB97M-V/def2-TZVPD.

Each line ends with the Mulliken charge.
Geometry (Å):
C: -0.22219 0.95003 0.96394  -0.45
C: 0.56030 0.99428 -0.36046  0.02
O: 1.78922 0.28210 -0.31037  -0.37
C: 1.25599 -1.11446 -0.37843  0.19
C: 0.60042 -1.42382 0.85753  -0.67
N: -0.42546 -0.52372 0.67215  -0.02
C: -0.13747 -0.33329 -0.71044  -0.44
H: 0.27856 1.13118 1.91444  0.27
H: -1.17852 1.47466 0.90623  0.26
H: 0.61830 1.89678 -0.97044  0.42
H: 1.91076 -1.74855 -0.96972  0.40
H: -3.15810 0.49014 -1.65892  0.21
H: 0.60907 -2.23411 1.57830  0.37
H: -2.50088 0.15877 -1.53380  -0.20

Values from the calculation:
- lowest unoccupied orbital energy (alpha / beta) (eV) = -0.3 / -0.3
- ΔE to the lowest compared entry with this formula, charge and spin (kcal per mole) = 181.43
- net charge = 0
- HOMO-LUMO gap (alpha / beta) (Ha) = 0.281 / 0.287

---

Computed, not measured: a molecular structure, C15H19F11N8O6S3Ti in a non-equilibrium geometry, with ωB97M-V/def2-TZVPD.

Each line ends with the Mulliken spin population.
Geometry (Å):
Ti: -1.42717 0.65778 -0.29820  1.11
F: -2.39757 1.49170 -4.91445  0.00
C: -1.36807 2.26537 -4.59608  0.00
F: -0.43517 2.17695 -5.52491  0.00
F: -1.77592 3.52283 -4.48198  0.00
S: -0.70241 1.72758 -2.95970  0.00
O: -1.91073 1.64438 -2.11034  -0.01
O: 0.23796 2.72057 -2.54990  0.00
N: -0.17956 0.29895 -3.36484  0.00
S: -0.40087 -1.00041 -2.51915  0.01
O: 0.76737 -1.67958 -2.04360  0.00
O: -1.53779 -0.91144 -1.56912  -0.02
C: -1.06238 -2.13783 -3.81330  0.00
F: -0.25451 -2.14044 -4.85940  0.00
F: -1.12087 -3.36108 -3.29335  0.00
F: -2.27490 -1.75375 -4.17855  0.00
N: 1.23443 1.98319 1.86228  0.00
C: 1.85360 0.77211 1.30204  0.00
C: 3.32977 0.58222 1.63887  0.00
C: 3.76622 -0.87866 1.57821  0.00
C: 3.89761 -1.41543 0.14890  0.00
N: 2.62596 -1.78529 -0.47808  0.00
C: 2.01032 -2.94422 -0.32937  0.00
N: 2.45519 -3.85195 0.54782  0.00
N: 0.94088 -3.22651 -1.07458  0.00
C: 1.63712 0.73105 -0.21024  0.01
O: 2.54803 0.57817 -0.98877  0.01
O: 0.37746 0.74618 -0.57935  -0.02
H: 1.79402 2.79118 1.60292  0.00
H: 1.25189 1.93141 2.87487  0.00
H: 1.28857 -0.08337 1.68731  0.00
H: 3.50224 0.96275 2.64780  0.00
H: 3.94358 1.16572 0.94910  0.00
H: 3.06216 -1.49055 2.15384  0.00
H: 4.74031 -0.97421 2.06257  0.00
H: 4.58009 -2.26747 0.11444  0.00
H: 4.31328 -0.64055 -0.49000  0.00
H: 2.21085 -1.11499 -1.11811  0.00
H: 3.27504 -3.68027 1.09969  0.00
H: 2.04352 -4.76708 0.58990  0.00
H: 0.53763 -2.48947 -1.63725  0.00
H: 0.35239 -4.00620 -0.83931  0.00
N: -1.53970 2.76228 0.35908  0.00
N: -2.82548 3.30871 0.41029  0.00
C: -3.92999 2.55883 0.23018  0.00
N: -5.09227 3.21717 0.27081  0.00
S: -3.91260 0.88802 -0.00917  -0.01
H: -1.05237 2.85936 1.24929  0.00
H: -0.99281 3.21546 -0.37286  0.00
H: -2.91039 4.30109 0.56877  0.00
H: -5.16375 4.19277 0.50586  0.00
H: -5.93789 2.67732 0.20362  0.00
F: -0.27625 -1.98454 0.72802  -0.02
C: -0.83673 -1.36818 1.80734  -0.02
C: -1.39509 -0.11196 1.64330  -0.07
C: -1.87809 0.42197 2.82644  0.01
F: -2.41394 1.66857 2.82186  0.00
C: -1.83818 -0.21367 4.05408  -0.01
F: -2.30712 0.37458 5.15365  0.00
C: -1.27849 -1.47887 4.14119  0.01
F: -1.22344 -2.11398 5.30593  0.00
C: -0.75700 -2.06003 3.00047  0.00
F: -0.16798 -3.26427 3.06319  0.00

Values from the calculation:
- lowest unoccupied orbital energy (alpha / beta) (eV) = -2.6 / -2.4
- 2S+1 = 2
- net charge = +1
- HOMO-LUMO gap (alpha / beta) (Ha) = 0.304 / 0.342

---

Computed, not measured: 2 unconnected molecules or ions with the total composition C11H24BN2O5S in a non-equilibrium geometry, with ωB97M-V/def2-TZVPD.

Each line ends with the Mulliken charge.
Geometry (Å):
C: -4.88099 0.76962 -1.67716  -1.18
C: -4.24680 0.85528 -0.25339  -0.14
C: -3.73680 -0.48154 0.35217  -1.12
C: -2.63613 -1.26508 -0.44495  0.54
C: -3.39362 -2.12953 -1.55487  -1.68
C: -1.57430 -0.42368 -1.19464  -0.03
C: -0.76407 -1.35856 -2.19974  -0.06
O: 0.17873 -2.07195 -1.83657  -0.71
O: -1.12042 -1.30478 -3.42309  -0.76
N: -0.59428 0.36376 -0.41433  0.27
S: -0.74515 2.07084 -0.48824  -0.34
B: -0.13499 -0.14522 0.84802  0.68
N: 0.14715 -1.57804 1.11069  -0.48
O: 0.12908 0.75322 1.94701  -0.77
H: -5.27942 1.77890 -1.94896  0.37
H: -4.17146 0.47521 -2.47787  0.24
H: -5.74037 0.06514 -1.73299  0.27
H: -5.06696 1.21480 0.42204  0.40
H: -3.50272 1.67751 -0.27022  0.10
H: -4.58648 -1.18028 0.54412  0.52
H: -3.33334 -0.24393 1.37238  0.25
H: -2.23544 -2.04709 0.23921  0.32
H: -3.52654 -1.56072 -2.49200  0.27
H: -4.38488 -2.44806 -1.16420  0.45
H: -2.79887 -3.05123 -1.74048  0.44
H: -2.11539 0.27375 -1.87151  0.42
H: -0.77128 2.34542 -1.82741  0.15
H: 1.10961 -1.79151 0.85782  0.18
H: -0.04648 -1.80879 2.08148  0.14
H: 1.09841 0.87745 1.90102  0.26
O: 3.82248 0.17039 3.71319  -0.56
C: 4.42928 0.50923 2.73331  0.77
O: 3.82618 1.28081 1.80961  -0.37
C: 4.49594 1.87790 0.69284  -0.44
C: 4.61609 0.90377 -0.46174  -0.89
C: 5.82988 0.01330 2.47578  -0.98
H: 5.45924 2.29496 0.99523  0.37
H: 3.87494 2.72010 0.38748  0.34
H: 5.21275 0.03074 -0.19267  0.26
H: 5.08070 1.38599 -1.32310  0.35
H: 3.63057 0.53612 -0.75242  0.25
H: 5.77873 -0.99346 2.06100  0.26
H: 6.36329 -0.01531 3.42498  0.31
H: 6.41206 0.64851 1.81183  0.34

Values from the calculation:
- lowest unoccupied orbital energy (eV) = 2.4
- net charge = -1
- HOMO-LUMO gap (Ha) = 0.232

---

Computed, not measured: a molecular structure, C7H12O in a non-equilibrium geometry, with ωB97M-V/def2-TZVPD.

Each line ends with the Mulliken charge.
Geometry (Å):
C: 0.93716 0.16277 0.03680  0.24
C: 1.59611 -1.12543 -0.37066  -1.37
C: 1.18354 1.32615 -0.89540  -1.26
C: -1.45406 1.01772 1.20591  -1.51
C: -1.23238 -0.28556 -0.94710  0.15
C: -0.87342 -0.13424 0.41660  1.53
C: -1.34189 -1.47989 0.62457  -1.52
O: -1.22759 -0.33078 -2.11468  -0.41
H: 1.16208 0.41897 1.07250  0.33
H: 2.68424 -1.03386 -0.31299  0.43
H: 0.54303 2.18224 -0.67151  0.34
H: 1.28939 -1.93732 0.29225  0.36
H: 1.33642 -1.39470 -1.39759  0.29
H: 1.03071 1.04543 -1.93775  0.29
H: 2.21793 1.66893 -0.80097  0.40
H: -2.53924 1.05451 1.11156  0.45
H: -1.05980 1.97358 0.86560  0.30
H: -1.20879 0.85544 2.25598  0.35
H: -2.13372 -1.60336 1.35028  0.27
H: -0.90974 -2.38059 0.21657  0.33

Values from the calculation:
- lowest unoccupied orbital energy (eV) = 0.8
- ΔE to the lowest compared entry with this formula, charge and spin (kcal per mole) = 85.61
- net charge = 0
- HOMO-LUMO gap (Ha) = 0.278

---

Computed, not measured: a molecular structure, C40H59N4O3SSiSr, with ωB97M-V/def2-TZVPD.

Each line ends with the Mulliken charge.
Geometry (Å):
Sr: -0.15786 0.01408 0.88308  0.91
C: -1.41541 1.24244 -1.95240  -1.32
N: -0.01803 1.19993 -1.46544  1.05
C: 0.24045 2.42060 -0.68828  -1.07
C: 1.55928 2.51025 0.07330  0.92
C: 2.05801 3.77721 0.32668  -0.74
C: 3.23058 3.89379 1.05468  -0.86
C: 3.85346 2.74509 1.51735  -1.27
C: 3.26150 1.52179 1.25103  -0.66
N: 2.13695 1.39819 0.54478  0.83
C: 0.86362 1.09955 -2.64783  -1.17
C: 2.32289 0.89200 -2.33280  0.22
C: 3.24585 1.91878 -2.47541  -0.44
C: 4.57147 1.68150 -2.14657  -0.53
C: 4.92838 0.41952 -1.70187  -0.66
C: 3.93941 -0.55164 -1.61692  -0.42
N: 2.66552 -0.33027 -1.92397  -0.21
C: -2.53584 0.91771 -0.98303  0.64
C: -3.58164 1.81268 -0.81897  -0.51
C: -4.67032 1.45143 -0.03472  -0.59
C: -4.67851 0.20520 0.56228  -0.96
C: -3.58411 -0.62248 0.36382  -0.17
N: -2.54226 -0.29042 -0.39351  -0.16
H: -1.48378 0.52760 -2.77388  0.64
H: -1.62921 2.23111 -2.38300  0.38
H: -0.57975 2.61718 0.01211  -0.20
H: 0.20289 3.29151 -1.36280  0.82
H: 1.53984 4.65131 -0.04541  0.47
H: 3.65062 4.86873 1.26342  0.53
H: 4.76889 2.78836 2.08997  0.55
H: 3.70523 0.60128 1.61318  0.51
H: 0.74212 1.99614 -3.27154  0.30
H: 0.52547 0.23388 -3.21564  0.59
H: 2.92741 2.88929 -2.83447  0.42
H: 5.31074 2.46580 -2.24290  0.47
H: 5.94972 0.18069 -1.44002  0.45
H: 4.19028 -1.55777 -1.29666  0.44
H: -3.54970 2.78239 -1.29780  0.45
H: -5.49267 2.13896 0.10952  0.42
H: -5.49641 -0.12111 1.18800  0.48
H: -3.53680 -1.59428 0.83979  0.44
C: 1.26204 -2.21534 2.81778  -1.69
C: 1.59455 -2.46451 1.34761  2.07
C: 2.68780 -3.52844 1.20955  -1.73
C: 0.36865 -2.85386 0.53166  -1.36
C: 0.36665 -2.62978 -0.85224  1.06
C: -0.72022 -2.99385 -1.62519  -0.88
C: -1.84224 -3.59750 -1.05510  1.10
C: -3.02690 -3.96254 -1.90184  -1.62
C: -1.83642 -3.81933 0.31504  -1.27
C: -0.75407 -3.44261 1.10628  -0.19
H: 2.07338 -1.70443 3.33560  0.39
H: 1.09224 -3.16130 3.33280  0.42
H: 0.34430 -1.62851 2.96291  0.40
H: 2.01768 -1.54237 0.90793  -0.43
H: 2.32671 -4.48179 1.59800  0.41
H: 3.58140 -3.24657 1.76856  0.45
H: 2.96036 -3.67237 0.16424  0.38
H: 1.22331 -2.14793 -1.31553  0.37
H: -0.70034 -2.80722 -2.69315  0.49
H: -3.48410 -3.06635 -2.32583  0.31
H: -3.78488 -4.48583 -1.32138  0.37
H: -2.73396 -4.60334 -2.73402  0.42
H: -2.69151 -4.29568 0.78027  0.38
H: -0.79123 -3.63634 2.17075  0.41
C: 1.04124 3.34138 5.26614  -1.30
C: 0.45953 4.66376 4.77822  1.68
C: -0.16102 5.44279 5.93430  -1.62
C: 1.53038 5.49684 4.09130  -1.65
O: -0.54346 4.42401 3.78337  0.50
Si: -1.83695 3.41249 3.73016  -2.27
S: -1.32258 1.52611 2.97975  0.56
O: -2.41859 3.27198 5.24763  0.28
C: -3.72001 3.00203 5.78332  1.78
C: -4.44635 1.97795 4.91697  -1.37
C: -4.49702 4.31299 5.83418  -1.45
C: -3.49122 2.45292 7.18303  -1.78
O: -2.99319 4.17241 2.84051  0.79
C: -2.98873 5.24386 1.90336  1.87
C: -4.37702 5.27097 1.28024  -1.58
C: -2.70250 6.55232 2.63119  -1.72
C: -1.93892 4.97907 0.82898  -0.87
H: 1.82263 3.52307 6.00572  0.49
H: 1.46374 2.77989 4.42924  0.08
H: 0.26368 2.72914 5.72539  0.22
H: 0.60414 5.72561 6.65990  0.51
H: -0.91703 4.84022 6.43482  0.15
H: -0.63384 6.35184 5.55838  0.31
H: 2.35840 5.70111 4.77166  0.46
H: 1.11333 6.44806 3.75508  0.36
H: 1.91004 4.95762 3.22342  0.09
H: -4.59516 2.36793 3.90805  0.12
H: -5.42282 1.75108 5.34942  0.53
H: -3.86478 1.05750 4.84989  0.27
H: -4.64199 4.70388 4.82707  0.09
H: -3.94538 5.05083 6.41888  0.32
H: -5.47423 4.16284 6.29704  0.50
H: -2.90520 1.53446 7.13281  0.37
H: -4.44201 2.23816 7.67280  0.41
H: -2.94513 3.17953 7.78604  0.37
H: -5.13004 5.40700 2.05730  0.39
H: -4.57684 4.32638 0.77311  0.08
H: -4.46596 6.08630 0.56047  0.38
H: -3.44247 6.70521 3.41820  0.37
H: -2.75133 7.39689 1.94068  0.50
H: -1.71326 6.52155 3.08570  0.06
H: -2.17341 4.02725 0.34619  -0.19
H: -0.94411 4.92047 1.27734  0.00
H: -1.94808 5.76934 0.07493  0.64

Values from the calculation:
- lowest unoccupied orbital energy (eV) = -2.3
- ΔE to the lowest compared entry with this formula, charge and spin (kcal per mole) = 38.49
- net charge = +1
- HOMO-LUMO gap (Ha) = 0.286